89
Properties=species:S:1:pos:R:3:mulliken_charge:R:1 method="wB97M-V/def2-TZVPD" charge=-2 total_energy_ev=-64915.441 fmax_ha_per_bohr=0.1617 orbital_gap_ha=0.136 relative_energy_kcal_mol=578.0
Y 0.05382 -0.05991 -0.10063 -0.343
C 5.02134 2.31216 0.72661 -2.164
C 3.53993 2.06268 0.47588 2.271
C 2.91319 3.40788 -0.04422 -0.723
C 2.80750 1.54652 1.63274 -0.132
C 3.25809 1.31413 2.94112 -1.553
C 2.15416 0.82867 3.59325 -0.361
N 1.12914 0.72972 2.72952 0.484
N 1.53190 1.19613 1.51180 0.187
B -0.33367 0.32875 3.13536 -0.261
N -0.78456 -1.15000 2.71180 0.212
C -0.95813 -2.16440 3.56651 -0.440
C -1.42578 -3.26723 2.89985 -1.234
C -1.58077 -2.87030 1.56444 0.155
N -1.18912 -1.55048 1.47776 0.504
C -2.10590 -3.89469 0.47167 0.599
C -2.16237 -3.25166 -0.90198 -0.913
C -3.48963 -4.42652 0.85351 -1.627
N -1.34192 1.34992 2.46426 -0.720
C -2.15944 2.19127 3.10131 -0.525
C -2.87946 2.91493 2.17094 -1.390
C -2.45393 2.44524 0.92749 -0.774
N -1.48489 1.46943 1.13644 1.610
C -2.93931 2.91670 -0.45443 2.207
C -4.44439 2.71971 -0.65041 -1.670
C -2.57472 4.50351 -0.60866 -1.208
H 5.50068 2.64212 -0.19363 0.473
H 5.16091 3.08341 1.49079 0.348
H 5.52019 1.39332 1.05842 0.444
H 3.44610 1.29224 -0.27555 -0.417
H 3.03080 4.16613 0.78518 0.242
H 3.53425 3.88764 -1.28844 0.276
H 1.85712 3.29197 -0.25496 -0.249
H 4.23511 1.49486 3.35645 0.414
H 2.07076 0.55957 4.63556 0.438
H -0.39420 0.39555 4.33636 -0.242
H -0.74207 -2.08262 4.61980 0.430
H -1.64229 -4.23483 3.32551 0.360
H -1.40496 -4.73263 0.44325 0.368
H -2.97680 -2.39588 -0.81942 0.268
H -0.79855 -2.67415 -1.19304 0.046
H -2.50224 -3.90809 -1.70032 0.344
H -4.21115 -3.60924 0.90184 0.310
H -3.82887 -5.15395 0.11048 0.418
H -3.46405 -4.92549 1.82479 0.427
H -2.20805 2.25987 4.17571 0.446
H -3.61771 3.67516 2.36754 0.493
H -2.25034 2.20641 -1.35988 -2.129
H -5.02232 3.29980 0.08653 0.400
H -4.75974 3.03351 -1.64094 0.229
H -4.68906 1.66131 -0.53364 0.335
H -3.12791 5.10346 0.13164 0.402
H -1.51558 4.67406 -0.45259 0.370
H -2.84159 4.87798 -1.65619 0.327
N -1.42405 -1.32380 -1.35384 1.453
C -1.26010 -1.58870 -2.80657 -1.007
C 0.05628 -2.37091 -3.13480 -1.357
C 1.37616 -1.60862 -2.83418 -0.310
N 1.54864 -1.36071 -1.39231 -0.283
H -1.72327 -2.14389 -0.66425 -0.165
H -2.42997 -0.71385 -1.08494 0.409
H -1.23597 -0.64263 -3.33932 0.815
H -2.12932 -2.15697 -3.18301 0.242
H 0.04060 -2.60342 -4.20577 0.557
H 0.05882 -3.33081 -2.61230 0.441
H 1.36403 -0.64912 -3.35476 0.075
H 2.22360 -2.18214 -3.23090 0.470
H 2.47468 -0.77150 -1.13043 0.216
H 1.84184 -2.17430 -0.85361 0.385
C -3.76852 4.05928 -4.04352 -2.011
C -2.91562 3.16614 -3.18626 1.232
C -1.88144 3.67613 -2.45756 -1.690
C -1.08925 2.78595 -1.63071 -0.419
N -1.36645 1.33678 -1.54651 2.036
C -2.43767 0.92914 -2.31686 -0.383
C -3.18303 1.78273 -3.10519 -1.815
H -3.43578 5.09697 -3.99151 0.372
H -4.81081 4.02550 -3.71666 0.336
H -3.72018 3.74752 -5.08746 0.465
H -1.60152 4.70367 -2.51030 0.970
H -0.24435 3.10267 -1.03560 1.024
H -2.69106 -0.09387 -2.29800 0.661
H -4.00838 1.36511 -3.67182 0.320
O 1.21022 -1.22160 1.06192 -1.205
O 3.46795 2.63935 -1.75783 -0.484
S 2.26891 2.14260 -2.58748 1.001
O 1.45630 3.29728 -3.01038 -0.790
O 1.43472 1.34298 -1.61998 -0.536
O 2.75845 1.37017 -3.73034 -0.786

***

79
Properties=species:S:1:pos:R:3:mulliken_charge:R:1 method="wB97M-V/def2-TZVPD" charge=+2 total_energy_ev=-126924.636 fmax_ha_per_bohr=0.0442 orbital_gap_ha="0.138 / 0.138" relative_energy_kcal_mol=21.5
N 4.76727 2.45296 -7.03060 -0.490
C 4.48473 1.16001 -6.87965 -0.372
C 3.96868 0.64888 -5.68776 -0.439
C 3.58293 1.51801 -4.64533 0.288
C 3.85978 2.88444 -4.87352 -0.327
C 4.50629 3.29713 -6.03794 -0.392
C 2.74494 1.05901 -3.55507 -0.247
Cd 1.39125 1.25006 -1.15487 0.918
P -3.52505 1.76938 0.86265 -0.171
C 1.60704 1.86910 -3.16778 -1.294
C 0.24408 1.53252 -3.70217 1.035
C -0.64942 2.57840 -3.97547 -0.509
C -1.97704 2.26864 -4.27761 -0.579
C -2.37834 0.91292 -4.42499 0.094
C -1.46021 -0.14196 -4.20488 -0.905
C -0.15471 0.18520 -3.79188 0.221
Br -4.17068 0.49745 -4.49468 -0.039
H 2.88216 -0.00897 -3.27093 0.383
H 1.78718 2.95451 -3.01784 1.052
H 3.74468 -0.40620 -5.59833 0.394
H 3.49937 3.63308 -4.17484 0.333
H 4.65970 0.48629 -7.71833 0.379
H 4.78015 4.35041 -6.16690 0.370
H -0.31569 3.61263 -3.76362 0.381
H 0.56670 -0.59551 -3.43612 0.241
H -2.71179 3.06067 -4.22203 0.463
H -1.87900 -1.15924 -4.22378 0.357
P 1.75665 2.17005 1.15687 0.096
C -3.76851 1.10853 -0.82116 0.436
C -5.23417 1.27747 -1.23678 -1.332
H -3.47861 0.04411 -0.80324 0.314
H -3.09190 1.66584 -1.49009 -0.381
H -5.43453 0.68726 -2.13112 0.304
H -5.90670 0.92915 -0.44304 0.402
H -5.45946 2.31550 -1.49986 0.324
C -2.69963 3.38441 0.71725 0.791
C -3.49770 4.46742 1.44952 -1.391
H -2.64647 3.61128 -0.35553 0.380
H -1.67814 3.28612 1.11065 -0.987
H -3.12679 5.45998 1.18137 0.421
H -4.56401 4.42815 1.19539 0.375
H -3.39061 4.37118 2.53454 0.354
C -2.50298 0.64807 1.87995 0.981
C -3.38187 0.12721 3.03939 -1.318
H -1.65305 1.25236 2.24713 -0.568
H -2.11499 -0.17548 1.25710 -0.070
H -2.75298 -0.17111 3.88488 0.386
H -4.07063 0.91633 3.37645 0.363
H -3.98101 -0.75138 2.75950 0.339
C 1.39684 1.10019 2.62806 0.122
C 2.49113 1.31068 3.67405 -1.372
H 1.32079 0.05674 2.27114 0.205
H 0.39692 1.36950 3.02335 0.258
H 3.40718 0.75583 3.43838 0.318
H 2.76635 2.37170 3.78307 0.287
H 2.15315 0.96030 4.65655 0.415
C 1.17773 3.83520 1.72560 -0.497
C 1.24382 4.92541 0.65325 -1.224
H 1.78630 4.11891 2.60178 0.489
H 0.14298 3.67978 2.08586 0.411
H 2.27559 5.07065 0.29365 0.351
H 0.61135 4.69078 -0.21801 0.245
H 0.87754 5.86292 1.09658 0.413
C 3.58329 2.22620 1.00021 -0.541
C 4.18100 0.84780 0.66786 -1.101
H 4.00434 2.63150 1.93432 0.505
H 3.80411 2.93309 0.18530 0.516
H 4.69419 0.85116 -0.30359 0.321
H 4.88676 0.53395 1.44898 0.349
H 3.41730 0.06337 0.60367 0.140
C -0.44642 -2.86822 -1.08118 -1.058
C 0.71655 -2.15516 -0.46701 0.553
N 1.24874 -2.69208 0.63387 -0.324
O 1.21613 -1.08812 -0.92780 -0.440
H -0.23840 -3.94545 -1.17989 0.423
H -0.67323 -2.44397 -2.06675 0.077
H -1.34531 -2.76418 -0.44991 0.334
H 2.06764 -2.27245 1.05168 0.235
H 0.79979 -3.50769 1.07222 0.223

***

85
Properties=species:S:1:pos:R:3:mulliken_charge:R:1 method="wB97M-V/def2-TZVPD" charge=+1 total_energy_ev=-137113.994 fmax_ha_per_bohr=0.1970 orbital_gap_ha=0.309
C -1.69707 -4.56667 0.20403 -1.054
C -0.48596 -3.41197 0.16953 0.136
C -1.05313 -2.20076 -0.79197 -0.842
Br -0.70259 -2.55875 -2.76967 -0.060
C -0.48064 -0.71189 -0.47987 -0.253
C 0.51485 -0.41474 0.78288 0.633
C 2.05993 -0.43675 0.23865 -1.243
C 2.50609 -1.94849 -0.32883 -0.100
C 3.98669 -1.97061 -1.02767 0.056
C 3.90938 -1.46340 -2.61875 -0.961
C 5.17781 -1.23965 -0.17186 -1.018
C -0.04298 0.93849 1.59567 -1.459
S 0.95783 2.45826 1.22008 1.570
C 2.63958 2.32709 2.12956 -0.862
O 0.40903 3.81602 1.71197 -0.665
O 1.33786 2.66514 -0.27819 -0.703
N -1.52149 0.82184 1.28287 0.999
C -2.38045 -0.27420 1.84766 0.197
C -1.84903 -1.12245 3.11080 -0.577
O -2.65382 -0.85153 4.34901 -0.538
C -2.15862 2.04792 1.87654 0.176
C -2.93169 3.27069 1.13070 -0.073
C -3.53838 4.59966 1.93866 -0.534
C -3.40203 4.76188 3.59463 -0.503
C -2.59208 3.53619 4.35706 -0.580
C -1.99510 2.23670 3.53326 0.061
C -1.54578 0.55259 -0.21518 -1.206
P -3.15008 0.65601 -1.22557 1.157
O -3.46283 -0.56278 -2.17751 -0.564
O -4.59826 0.88147 -0.22964 -0.525
O -3.01611 2.04796 -2.32566 -0.595
H -1.41092 -5.28555 1.11370 0.363
H -2.72134 -4.05792 0.52788 0.269
H -1.81515 -5.13619 -0.81063 0.260
H -0.32069 -3.11701 1.28865 0.146
H 0.45115 -3.88578 -0.35861 0.295
H -2.24026 -2.28114 -0.68711 0.623
H 0.12780 -0.32780 -1.43296 0.900
H 0.57341 -1.17603 1.68622 0.020
H 2.86590 -0.22769 1.09478 0.171
H 2.25345 0.27202 -0.70255 0.250
H 1.72712 -2.29274 -1.13649 -0.118
H 2.45802 -2.74224 0.56016 0.328
H 4.29394 -3.12197 -1.10594 0.368
H 4.87772 -0.89318 -2.95350 0.308
H 3.85726 -2.44450 -3.29736 0.245
H 2.90888 -0.88711 -2.82242 0.253
H 5.33210 -1.86407 0.82343 0.295
H 6.18622 -1.39291 -0.79300 0.264
H 5.01550 -0.09940 0.03900 0.138
H 0.28836 0.73599 2.72528 0.631
H 2.71424 3.16563 2.97100 0.342
H 2.61172 1.30276 2.69467 0.275
H 3.55129 2.41761 1.39042 0.329
H -2.77291 -1.06519 1.04239 0.266
H -3.39728 0.25097 2.19908 0.483
H -2.04246 -2.28038 2.89076 0.027
H -0.73498 -1.03670 3.41937 0.412
H -1.97143 -0.94495 5.10405 0.388
H -3.05247 3.25877 -0.02718 0.135
H -4.08318 5.47564 1.38118 0.255
H -3.85176 5.67761 4.19401 0.335
H -2.46505 3.61694 5.51787 0.306
H -1.41415 1.43589 4.19431 0.035
H -0.91048 1.43417 -0.71317 0.467
H -5.27996 0.20490 -0.56173 0.354
H -2.09880 2.44920 -2.25949 0.395
C -3.98351 -4.98256 -3.65200 -0.503
C -3.68996 -6.32860 -3.00990 0.339
N -3.44631 -7.44534 -2.47718 -0.451
H -4.04112 -4.20730 -2.88303 0.102
H -3.18936 -4.72530 -4.35825 0.215
H -4.93615 -5.02469 -4.18728 0.319
C -2.48276 5.86101 -2.40893 -0.530
C -3.62071 6.41758 -1.56895 0.402
N -4.56476 6.87938 -0.87198 -0.500
H -2.00806 6.66734 -2.97477 0.340
H -1.73612 5.39271 -1.76172 0.128
H -2.86682 5.11333 -3.10842 0.200
C 9.18642 -0.16329 -2.15493 -0.785
C 8.08572 -0.95545 -2.84139 0.477
N 7.17245 -1.61266 -3.41083 -0.479
H 9.00973 0.90823 -2.28259 0.271
H 9.20306 -0.39669 -1.08680 0.273
H 10.15651 -0.41860 -2.59033 0.300

***

78
Properties=species:S:1:pos:R:3:mulliken_spin:R:1 method="wB97M-V/def2-TZVPD" total_energy_ev=-77800.789 fmax_ha_per_bohr=0.0844 multiplicity=3 orbital_gap_ha="0.255 / 0.229" relative_energy_kcal_mol=43.7
P 0.04449 -0.81687 -0.93949 0.003
C 1.61415 -0.16478 -1.75276 0.002
C 1.88747 -0.53043 -3.21930 0.000
C 3.29886 -0.09654 -3.62302 0.000
C 3.56798 1.38868 -3.34148 0.000
C 3.19557 1.79956 -1.90988 0.000
C 1.78150 1.34709 -1.52579 0.000
C -1.37968 0.08359 -1.76036 0.005
C -1.31541 0.26068 -3.27946 0.001
C -2.63337 0.83229 -3.80985 0.000
C -3.02341 2.13850 -3.10617 0.000
C -2.97211 2.03604 -1.57296 -0.001
C -1.65922 1.43062 -1.06470 0.000
C -0.10631 -2.49952 -1.73131 -0.001
C 1.09590 -3.35952 -1.30166 0.000
C 1.00361 -4.78158 -1.86415 0.000
C -0.33421 -5.45963 -1.53892 0.000
C -1.53916 -4.58708 -1.91745 0.000
C -1.44248 -3.16212 -1.35783 0.000
H 2.38790 -0.67163 -1.14055 0.001
H 1.15637 -0.03488 -3.87187 0.000
H 1.77329 -1.60916 -3.38574 0.000
H 3.45118 -0.30836 -4.68801 0.000
H 4.02545 -0.70278 -3.06585 0.000
H 4.62798 1.60462 -3.51922 0.000
H 2.99459 2.00109 -4.05192 0.000
H 3.90901 1.34503 -1.20971 0.000
H 3.27512 2.88708 -1.79589 0.000
H 1.58447 1.59253 -0.47241 -0.001
H 1.04650 1.89906 -2.13406 -0.001
H -2.23553 -0.58186 -1.53470 0.001
H -3.42909 0.08903 -3.66663 0.000
H -1.08857 -0.69045 -3.78202 0.000
H -0.50302 0.96040 -3.52444 0.000
H -2.54099 1.00565 -4.88825 0.000
H -4.03054 2.43608 -3.42173 0.000
H -2.34394 2.93869 -3.43255 0.000
H -3.11008 3.02981 -1.13010 0.000
H -3.80528 1.40699 -1.22946 0.000
H -1.70314 1.27917 0.02288 -0.002
H -0.83348 2.13026 -1.25960 -0.001
H -0.08236 -2.37457 -2.82986 0.000
H 2.04165 -2.90485 -1.63271 0.000
H 1.14138 -3.39986 -0.20136 0.000
H 1.12933 -4.73628 -2.95370 0.000
H 1.83352 -5.37969 -1.47238 0.000
H -0.37326 -5.67581 -0.46172 0.000
H -0.39796 -6.42005 -2.06327 0.000
H -2.46593 -5.05471 -1.56686 0.000
H -1.60757 -4.52680 -3.01138 0.000
H -2.28690 -2.57592 -1.74647 0.000
H -1.55324 -3.18127 -0.26179 0.000
Mo -0.18278 -0.07014 3.59561 1.930
Cl -2.06521 -0.35950 2.39213 0.062
Cl 1.67874 0.13993 2.30926 0.071
C -0.50782 1.65181 4.44692 -0.178
H -0.79284 1.67636 5.51994 0.033
C -0.56244 3.01290 3.89653 0.024
C -1.25618 4.08315 4.57009 -0.015
C -1.38875 5.33578 3.95961 0.006
C -0.82313 5.58907 2.70129 -0.009
C -0.09939 4.56934 2.06515 0.004
C 0.05639 3.32115 2.65557 -0.008
H -1.70703 3.92135 5.55716 0.000
H -1.94226 6.13985 4.45794 0.000
H 0.35000 4.75640 1.09287 0.001
H 0.66090 2.55165 2.17908 -0.003
H -0.93493 6.56046 2.22122 -0.001
C -0.43418 -2.13284 6.69404 0.012
S 0.46786 -1.61765 5.16888 -0.027
C 1.57433 -0.46597 6.06551 0.055
O 1.20990 -2.89691 4.83675 0.031
H -0.74661 -1.22643 7.22250 0.010
H 0.27345 -2.73235 7.31659 0.003
H -1.30303 -2.71403 6.37606 0.006
H 2.46569 -1.03139 6.37465 0.006
H 1.86855 0.33856 5.38589 -0.012
H 1.06973 -0.03612 6.93867 -0.008

***

82
Properties=species:S:1:pos:R:3:mulliken_charge:R:1 method="wB97M-V/def2-TZVPD" charge=+1 total_energy_ev=-72278.127 fmax_ha_per_bohr=0.0484 orbital_gap_ha=0.340 smiles="C#CC[C@@]1(CCCCl)[C@@H](OCCCC)N(C)[C@@](N=C=S)(OC[C@H](C)CC(C)C)[C@H](OC#N)[N@H+]1[C@@H](I)CC"
C -4.23237 0.40026 2.87955 -0.491
C -3.74065 0.70376 1.81388 -1.336
C -3.20822 0.98281 0.49937 -0.327
C -1.68940 1.22243 0.39563 1.393
C -1.38270 2.44038 1.32459 -1.679
C -0.74763 2.29604 2.71030 -1.367
C -1.38709 1.42159 3.79348 0.042
Cl -0.25161 1.30932 5.17135 -0.191
C -0.85806 -0.05574 0.76473 -1.336
O -1.72116 -1.14069 0.68614 0.234
C -1.44456 -2.20888 1.57399 -0.571
C -2.71005 -2.86758 2.09086 -0.822
C -3.43894 -3.71300 1.02503 -0.465
C -4.63989 -2.93549 0.42439 -0.721
N 0.40161 -0.23531 0.03130 0.663
C 0.57951 -1.40211 -0.81559 -0.494
C 1.02485 0.98808 -0.44450 0.662
N 1.48733 1.77258 0.67833 -0.468
C 1.77548 2.94635 0.61804 0.437
S 2.21077 4.41610 0.46277 -0.306
O 2.09731 0.67317 -1.26834 -0.112
C 3.31665 0.35070 -0.58043 -0.612
C 4.27594 -0.47552 -1.49579 0.299
C 3.62059 -0.75690 -2.86184 -1.766
C 4.57143 -1.83217 -0.86692 -1.341
C 5.39841 -1.81495 0.44095 0.625
C 6.42450 -0.68004 0.54577 -1.635
C 4.52527 -1.88965 1.71528 -1.371
C 0.02790 1.57758 -1.43566 -1.964
O 0.39589 2.83313 -2.04123 -0.515
C 0.91013 2.67186 -3.21023 0.632
N 1.26015 2.42737 -4.29352 -0.528
N -1.39434 1.70832 -1.02378 0.803
C -2.25707 1.30957 -2.20655 -1.407
I -2.50588 -0.76164 -2.65545 0.280
C -3.53575 2.13993 -2.38084 -0.293
C -3.95395 2.16317 -3.85383 -1.421
H -4.62580 0.03618 3.78449 0.467
H -3.66568 1.93088 0.21126 0.856
H -3.58843 0.23676 -0.19118 0.273
H -0.75591 3.18946 0.83327 0.568
H -2.31554 2.98270 1.46804 0.690
H 0.30820 2.05781 2.71922 0.411
H -0.76011 3.29918 3.13273 0.713
H -2.26832 1.91776 4.17245 0.426
H -1.66180 0.42418 3.48901 -0.239
H -0.57618 0.00292 1.81511 0.264
H -0.81960 -1.96800 2.43826 0.382
H -0.91915 -3.00400 1.04294 0.371
H -3.35680 -2.16955 2.61057 0.197
H -2.34842 -3.56049 2.85137 0.489
H -2.71108 -3.91360 0.24294 0.221
H -3.73372 -4.66404 1.44716 0.443
H -4.90003 -2.12300 1.09509 0.172
H -4.31045 -2.47494 -0.50273 -0.010
H -5.49176 -3.58370 0.26594 0.387
H 1.57713 -1.79940 -0.65757 -0.258
H 0.53318 -1.21987 -1.88882 0.209
H -0.09138 -2.22605 -0.62191 0.311
H 3.05690 -0.30171 0.24438 0.539
H 3.86508 1.22560 -0.24705 0.072
H 5.17283 0.10498 -1.65755 0.998
H 2.86249 -1.52594 -2.76649 0.247
H 3.22917 0.13381 -3.33645 0.339
H 4.39538 -1.18872 -3.48984 0.560
H 5.16472 -2.37875 -1.59967 0.611
H 3.67729 -2.42909 -0.70015 0.058
H 5.97457 -2.73600 0.44251 0.581
H 6.75091 -0.64170 1.58138 0.514
H 7.29505 -0.93457 -0.05017 0.332
H 6.02442 0.30320 0.32198 0.274
H 4.56404 -0.94507 2.25542 0.374
H 3.47452 -2.04441 1.47883 0.210
H 4.85243 -2.66501 2.39833 0.384
H 0.09930 0.86720 -2.25244 1.110
H -1.56376 2.72054 -0.99379 0.898
H -1.70733 1.65913 -3.07262 1.134
H -3.31614 3.17030 -2.09290 0.484
H -4.35826 1.72881 -1.80841 0.246
H -3.10129 2.27874 -4.51623 0.371
H -4.63822 2.98693 -4.02235 0.425
H -4.49681 1.25569 -4.08560 0.364